Entry 1:
# C24H21N

C24H21N in the gas phase (ωB97M-V with the def2-TZVPD basis set, OMol25).

- HOMO level (eV) = -8.177
- gap between HOMO and LUMO (eV) = 7.9
- energy relative to the best compared isomer or geometry (same formula, charge and spin) (kcal/mol) = 35.1
- electronic energy (eV) = -26716.61775

Atoms and positions in Å:
C1 -1.10791 -1.60307 1.55471
C2 -2.09714 -1.90910 2.57908
C3 -2.67986 -3.20431 2.62136
C4 -3.64902 -3.53464 3.56762
C5 -4.07736 -2.58300 4.50586
C6 -3.50696 -1.30417 4.49079
C7 -2.53595 -0.96204 3.54139
C8 -0.67492 -0.32734 1.19625
C9 0.28168 -0.03023 0.15447
C10 1.13485 1.16174 0.45533
C11 2.54409 1.17365 0.27830
C12 3.27749 2.35287 0.48878
C13 2.62465 3.53445 0.84811
C14 1.24337 3.53725 1.05504
C15 0.51102 2.35774 0.87126
H1 -0.71234 -2.46088 1.01006
H2 -2.32988 -3.96187 1.91061
H3 -4.08089 -4.54242 3.58294
H4 -4.84242 -2.83073 5.23436
H5 -3.81596 -0.55599 5.22824
H6 -2.06218 0.02306 3.56884
H7 -1.06623 0.49027 1.84136
H8 0.91714 -0.92198 -0.09794
H9 3.04040 0.26741 -0.04993
H10 4.34796 2.35564 0.31071
H11 3.20410 4.45844 1.01537
H12 0.71973 4.45487 1.28812
H13 -0.57573 2.36773 0.96538
C16 -0.94325 -1.38354 -1.86893
C17 -0.12583 -0.06051 -1.65770
C18 -1.01900 1.04675 -1.47587
N1 -1.79091 1.95230 -1.36621
C19 0.87307 0.20513 -2.74849
C20 1.64414 -0.83937 -3.32175
C21 2.74821 -0.56427 -4.13651
C22 3.05776 0.75895 -4.48396
C23 2.21740 1.80119 -4.05493
C24 1.13243 1.52949 -3.22036
H14 -0.34251 -2.20970 -2.29579
H15 -1.27998 -1.67867 -0.84078
H16 -1.83842 -1.26578 -2.53603
H17 1.39878 -1.87843 -3.11163
H18 3.39438 -1.37702 -4.47289
H19 3.92925 0.97533 -5.13500
H20 2.44250 2.82745 -4.34039
H21 0.47025 2.35734 -2.94928

Forces on atoms 1 to 2 (eV/Å):
1.1 2.3 -1.1
-1.0 -0.3 1.0

Entry 2:
# C24H34Ge2NORe

C24H34Ge2NORe as an isolated structure (ωB97M-V with the def2-TZVPD basis set, OMol25).

- HOMO level (alpha / beta) (eV) = -17.890 / -18.043
- gap between HOMO and LUMO (alpha / beta) (eV) = 6.3 / 6.0
- ⟨S²⟩ = 3.85
- energy relative to the best compared isomer or geometry (same formula, charge and spin) (kcal/mol) = 0.0
- electronic energy (eV) = -144104.39799
- spin multiplicity = 4
- total charge = +3

Atoms and positions in Å:
Re1 1.61423 0.57418 -1.04851
C1 2.80206 -3.50001 1.03040
C2 2.64717 -2.02844 0.59479
Ge1 0.94581 -1.83517 -0.39592
C3 0.39576 -3.09968 -1.68169
C4 -0.03634 -4.44933 -1.05079
C5 -0.42054 -1.57738 0.96526
C6 -0.82158 -0.40904 1.55812
Ge2 -0.44500 1.25197 0.54908
C7 0.66841 2.56973 1.54977
C8 0.02034 3.24902 2.77588
C9 -2.01917 1.77383 -0.49170
C10 -3.31959 1.97312 0.26004
C11 -1.58728 -0.42308 2.79718
C12 -2.32460 0.71758 3.32865
C13 -3.05384 0.67221 4.48399
C14 -3.19466 -0.50672 5.15832
C15 -2.38462 -1.61189 4.70698
C16 -1.52886 -1.56754 3.63763
H1 3.82393 -3.67567 1.45532
H2 2.65766 -4.16098 0.16170
H3 2.11522 -3.83527 1.83162
H4 3.43933 -1.70213 -0.04488
H5 2.55313 -1.42095 1.47813
H6 1.27481 -3.31016 -2.32907
H7 -0.39932 -2.64168 -2.31752
H8 0.77358 -4.90612 -0.45503
H9 -0.37298 -5.18511 -1.82181
H10 -0.85604 -4.32287 -0.34919
H11 -0.85393 -2.46112 1.39518
H12 0.93569 3.35999 0.84238
H13 1.60526 2.07795 1.82306
H14 -0.89175 3.79650 2.41866
H15 0.67948 3.99643 3.17904
H16 -0.32078 2.54250 3.50668
H17 -2.14945 1.09350 -1.33851
H18 -1.72255 2.77509 -0.91421
H19 -3.63125 1.08070 0.74730
H20 -4.13916 2.29683 -0.43448
H21 -3.20677 2.70686 1.03187
H22 -2.36452 1.65665 2.78511
H23 -3.50653 1.61251 4.85966
H24 -3.87658 -0.58408 5.97549
H25 -2.37400 -2.54001 5.24120
H26 -0.93112 -2.48666 3.47586
N1 -2.23518 1.19909 -7.06288
C17 -1.44634 1.21374 -6.23629
C18 -0.61734 0.98383 -5.12731
C19 0.14208 -0.20049 -4.95834
C20 0.88121 -0.38899 -3.82587
C21 0.89621 0.59403 -2.81470
C22 0.17136 1.81495 -3.01993
C23 -0.57440 2.02767 -4.11916
H27 0.10857 -1.01208 -5.69463
H28 1.54627 -1.27071 -3.76200
H29 0.19928 2.54866 -2.20790
H30 -1.10704 2.98524 -4.23693
C24 4.40413 2.23874 -1.65026
O1 3.59025 1.43906 -0.70289
H31 4.64069 3.18740 -1.12761
H32 3.82067 2.36569 -2.56507
H33 5.23836 1.63671 -1.86402
H34 4.12221 1.10138 0.04478

Forces on atoms 1 to 2 (eV/Å):
0.7 0.7 0.0
0.9 -0.6 0.2

Entry 3:
# C4H8O

C4H8O in the gas phase (ωB97M-V with the def2-TZVPD basis set, OMol25).

- HOMO level (eV) = -9.561
- gap between HOMO and LUMO (eV) = 10.7
- energy relative to the best compared isomer or geometry (same formula, charge and spin) (kcal/mol) = 46.0
- electronic energy (eV) = -6323.17431

Atoms and positions in Å:
C1 1.58216 -0.36925 0.08010
C2 0.31155 0.35464 -0.58088
C3 -0.93498 -0.51312 -0.36268
C4 -1.41263 0.61847 0.56403
O1 -0.24403 1.40086 0.23223
H1 2.31319 0.41210 0.26393
H2 1.45575 -0.89478 1.05717
H3 2.04162 -1.13629 -0.57479
H4 0.60751 0.69926 -1.57821
H5 -1.61221 -0.91480 -1.13006
H6 -0.28889 -1.22289 0.13933
H7 -1.44907 0.37659 1.63620
H8 -2.34389 1.15715 0.31532

Forces on atoms 1 to 2 (eV/Å):
-0.1 0.7 -0.3
1.1 -0.4 0.1

Entry 4:
# C6H10O

C6H10O as an isolated structure (ωB97M-V with the def2-TZVPD basis set, OMol25).

- HOMO level (eV) = -8.916
- gap between HOMO and LUMO (eV) = 9.9
- energy relative to the best compared isomer or geometry (same formula, charge and spin) (kcal/mol) = 45.8
- electronic energy (eV) = -8429.25562

Atoms and positions in Å:
C1 -1.05185 -1.49686 0.98651
C2 -0.19635 -0.55460 0.22682
C3 1.11769 -0.02730 0.71279
C4 0.50271 1.35096 0.31670
C5 0.33813 1.16411 -1.21218
C6 -0.31058 -0.24359 -1.23949
O1 -0.75677 1.14169 0.85499
H1 -1.88497 -1.88059 0.39355
H2 -1.42239 -0.80278 1.74253
H3 -0.52610 -2.31320 1.49258
H4 2.00991 -0.25734 0.12462
H5 1.26464 -0.22667 1.77935
H6 1.05878 2.24959 0.60640
H7 1.31202 1.18736 -1.70648
H8 -0.31632 1.91603 -1.65835
H9 -1.36627 -0.26654 -1.51826
H10 0.22772 -0.94027 -1.90209

Forces on atoms 1 to 2 (eV/Å):
-0.2 0.1 0.1
-1.1 1.2 0.6

Q: Number 2 is which compound?
A: C24H34Ge2NORe